1.
{"formula": "C38H41BeN4O6P2", "method": "ωB97M-V with the def2-TZVPD basis set", "species": ["Be", "C", "C", "P", "C", "C", "C", "C", "C", "C", "C", "C", "C", "C", "C", "C", "P", "C", "C", "C", "C", "C", "C", "C", "C", "C", "C", "C", "C", "H", "H", "H", "H", "H", "H", "H", "H", "H", "H", "H", "H", "H", "H", "H", "H", "H", "H", "H", "H", "H", "H", "H", "H", "O", "C", "O", "C", "N", "C", "C", "C", "H", "H", "H", "H", "H", "H", "H", "H", "H", "O", "N", "O", "O", "C", "N", "C", "O", "C", "C", "C", "C", "N", "C", "H", "H", "H", "H", "H", "H", "H", "H"], "xyz": [[-0.512, -0.392, -1.322], [1.891, 0.348, 1.438], [1.019, -0.353, 2.486], [-0.659, 0.405, 2.400], [-0.336, 2.016, 3.199], [0.103, 2.141, 4.518], [0.366, 3.390, 5.053], [0.196, 4.531, 4.275], [-0.242, 4.419, 2.966], [-0.511, 3.164, 2.431], [-1.600, -0.464, 3.707], [-2.711, 0.198, 4.245], [-3.559, -0.441, 5.135], [-3.316, -1.760, 5.507], [-2.222, -2.428, 4.979], [-1.372, -1.787, 4.081], [1.566, -0.258, -0.268], [2.561, -1.776, -0.348], [1.939, -2.992, -0.616], [2.680, -4.167, -0.650], [4.044, -4.132, -0.410], [4.672, -2.924, -0.128], [3.934, -1.753, -0.095], [2.438, 0.959, -1.305], [3.338, 0.597, -2.305], [3.825, 1.554, -3.187], [3.411, 2.874, -3.087], [2.512, 3.243, -2.095], [2.027, 2.292, -1.211], [2.953, 0.189, 1.636], [1.726, 1.428, 1.453], [1.457, -0.240, 3.479], [0.942, -1.419, 2.263], [0.227, 1.256, 5.132], [0.702, 3.481, 6.078], [0.403, 5.506, 4.695], [-0.380, 5.306, 2.361], [-0.864, 3.072, 1.409], [-2.899, 1.231, 3.972], [-4.402, 0.094, 5.555], [-3.970, -2.256, 6.212], [-2.015, -3.449, 5.275], [-0.526, -2.328, 3.676], [0.870, -3.019, -0.779], [2.190, -5.109, -0.857], [4.622, -5.047, -0.435], [5.736, -2.897, 0.066], [4.431, -0.814, 0.122], [3.654, -0.433, -2.407], [4.517, 1.263, -3.967], [3.768, 3.612, -3.793], [2.177, 4.269, -2.031], [1.298, 2.584, -0.463], [-0.993, -2.335, 1.015], [-1.689, -2.136, 0.034], [-1.288, -1.766, -1.134], [-3.194, -2.359, 0.174], [-3.588, -1.798, 1.518], [-4.578, -2.737, 2.163], [-4.948, -3.711, 1.052], [-3.654, -3.810, 0.243], [-3.723, -1.800, -0.591], [-3.939, -0.847, 1.401], [-2.734, -1.724, 2.089], [-5.403, -2.166, 2.577], [-4.054, -3.234, 2.976], [-5.752, -3.306, 0.435], [-5.279, -4.667, 1.452], [-3.797, -4.227, -0.751], [-2.913, -4.414, 0.772], [-2.953, 0.452, -0.077], [-2.345, 1.369, -0.576], [-1.198, 1.053, -1.102], [1.584, 5.228, -4.617], [0.739, 4.611, -5.579], [0.425, 3.292, -5.121], [1.150, 2.212, -5.516], [2.007, 2.256, -6.373], [0.846, 0.904, -4.833], [1.290, -0.263, -5.444], [1.090, -1.477, -4.813], [0.479, -1.488, -3.574], [0.065, -0.368, -2.974], [0.237, 0.807, -3.597], [1.805, 6.113, -4.925], [1.240, 4.514, -6.541], [-0.188, 5.177, -5.694], [-0.256, 3.197, -4.388], [1.795, -0.188, -6.398], [1.412, -2.406, -5.262], [0.312, -2.406, -3.026], [-0.106, 1.667, -3.039]], "lowdin_charge": [0.033, -0.352, -0.381, 1.070, -0.393, -0.088, -0.071, -0.076, -0.076, -0.105, -0.400, -0.104, -0.076, -0.091, -0.088, -0.107, 1.126, -0.349, -0.090, -0.067, -0.069, -0.065, -0.096, -0.354, -0.089, -0.064, -0.073, -0.068, -0.099, 0.089, 0.068, 0.090, 0.059, 0.110, 0.107, 0.107, 0.106, 0.089, 0.111, 0.109, 0.108, 0.110, 0.100, 0.078, 0.108, 0.109, 0.110, 0.112, 0.104, 0.115, 0.111, 0.107, 0.099, 0.048, -0.549, -0.030, -0.169, 0.118, -0.086, -0.141, -0.102, 0.154, 0.156, 0.110, 0.134, 0.120, 0.124, 0.124, 0.132, 0.133, -0.082, -0.116, -0.179, -0.040, -0.230, 0.105, -0.439, 0.089, -0.084, 0.036, -0.004, -0.065, 0.039, -0.032, 0.096, 0.129, 0.130, 0.135, 0.134, 0.119, 0.116, 0.113], "orbital_gap_ev": 8.214, "total_energy_ev": -77294.7731, "molar_mass_g_mol": 720.7, "total_charge": 1, "lumo_energy_ev": -2.26, "de_lowest_kj_mol": 0.00}

2.
{"formula": "C22H59NO9", "method": "ωB97M-V with the def2-TZVPD basis set", "species": ["C", "C", "C", "N", "C", "H", "H", "H", "H", "H", "C", "C", "O", "H", "H", "H", "H", "H", "H", "C", "C", "O", "H", "H", "H", "H", "H", "H", "C", "C", "O", "H", "H", "H", "H", "H", "H", "C", "C", "O", "H", "H", "H", "H", "H", "H", "C", "C", "O", "H", "H", "H", "H", "H", "H", "C", "C", "O", "H", "H", "H", "H", "H", "H", "C", "C", "O", "H", "H", "H", "H", "H", "H", "C", "C", "O", "H", "H", "H", "H", "H", "H", "C", "C", "O", "H", "H", "H", "H", "H", "H"], "xyz": [[5.099, 9.414, 11.078], [5.751, 10.116, 10.021], [7.009, 9.577, 9.837], [7.174, 8.621, 10.851], [6.024, 8.492, 11.510], [4.178, 9.616, 11.546], [5.375, 10.913, 9.444], [7.775, 9.709, 9.058], [8.019, 8.132, 10.887], [5.975, 7.901, 12.390], [10.755, 6.126, 10.421], [11.165, 7.570, 10.830], [10.034, 8.300, 11.309], [10.309, 5.590, 11.210], [11.561, 5.644, 9.857], [10.027, 6.083, 9.616], [11.685, 8.146, 10.080], [11.838, 7.463, 11.648], [10.034, 9.188, 10.931], [10.483, 11.941, 11.454], [11.843, 11.510, 10.932], [12.537, 12.587, 10.310], [9.979, 11.131, 11.918], [9.906, 12.368, 10.597], [10.599, 12.723, 12.156], [11.693, 10.750, 10.089], [12.562, 10.976, 11.586], [12.791, 13.355, 10.901], [11.083, 16.725, 11.427], [11.242, 16.967, 12.932], [12.577, 16.780, 13.336], [10.135, 17.091, 11.117], [11.087, 15.657, 11.136], [11.892, 17.263, 10.895], [10.481, 16.327, 13.490], [10.848, 17.983, 13.133], [12.624, 16.997, 14.265], [16.223, 15.014, 12.550], [15.186, 15.225, 11.446], [13.962, 14.520, 11.801], [17.218, 15.387, 12.301], [16.375, 13.946, 12.607], [15.845, 15.466, 13.413], [15.482, 14.789, 10.520], [14.995, 16.273, 11.304], [13.489, 15.199, 12.362], [10.693, 9.019, 5.723], [9.990, 9.471, 7.040], [10.926, 9.810, 8.029], [11.269, 9.875, 5.364], [10.027, 8.651, 4.857], [11.397, 8.227, 5.983], [9.364, 8.713, 7.498], [9.323, 10.284, 6.871], [10.925, 10.804, 8.124], [13.005, 13.671, 7.191], [11.901, 12.718, 6.790], [10.916, 12.564, 7.854], [13.936, 13.283, 6.797], [13.220, 13.702, 8.251], [12.813, 14.744, 6.874], [12.292, 11.772, 6.432], [11.263, 12.978, 5.939], [11.394, 12.796, 8.710], [14.753, 9.426, 9.540], [14.494, 10.566, 8.643], [14.905, 11.788, 9.217], [14.359, 8.465, 9.152], [14.271, 9.590, 10.526], [15.815, 9.429, 9.718], [13.461, 10.664, 8.340], [14.967, 10.514, 7.650], [14.233, 11.908, 9.932], [4.545, 12.803, 14.101], [5.998, 12.728, 13.977], [6.328, 12.123, 12.715], [4.265, 13.097, 15.144], [4.092, 11.814, 13.988], [4.133, 13.472, 13.395], [6.489, 12.171, 14.773], [6.478, 13.709, 13.948], [5.676, 11.468, 12.415], [6.490, 14.752, 9.649], [6.566, 15.365, 11.015], [7.359, 14.577, 11.909], [5.744, 15.332, 9.001], [6.073, 13.724, 9.721], [7.402, 14.659, 9.081], [5.578, 15.482, 11.443], [7.032, 16.388, 10.996], [7.030, 13.661, 11.871]], "lowdin_charge": [-0.113, -0.120, -0.087, 0.039, -0.154, 0.078, 0.074, 0.104, 0.086, 0.106, -0.062, -0.270, -0.099, 0.054, 0.077, 0.062, 0.089, 0.093, 0.053, -0.044, -0.289, -0.155, 0.058, 0.100, 0.061, 0.103, 0.123, 0.093, -0.076, -0.324, -0.077, 0.054, 0.072, 0.088, 0.130, 0.111, 0.092, -0.066, -0.263, -0.127, 0.078, 0.075, 0.050, 0.101, 0.104, 0.074, -0.067, -0.328, -0.132, 0.050, 0.097, 0.063, 0.092, 0.096, 0.041, -0.069, -0.271, -0.129, 0.072, 0.049, 0.098, 0.085, 0.115, 0.073, -0.082, -0.362, -0.099, 0.088, 0.073, 0.073, 0.080, 0.123, 0.056, -0.092, -0.310, -0.109, 0.098, 0.081, 0.065, 0.113, 0.106, 0.060, -0.096, -0.324, -0.119, 0.098, 0.071, 0.062, 0.098, 0.118, 0.034], "orbital_gap_ev": 8.727, "total_energy_ev": -43685.4271, "molar_mass_g_mol": 481.7, "lumo_energy_ev": 0.55, "de_lowest_kj_mol": 0.00}

3.
{"formula": "C11H20BrCrIN3O11P2", "method": "ωB97M-V with the def2-TZVPD basis set", "species": ["Cr", "N", "C", "C", "O", "O", "H", "H", "H", "H", "C", "C", "O", "P", "O", "O", "O", "P", "O", "O", "O", "H", "H", "H", "H", "H", "H", "H", "N", "C", "C", "O", "O", "H", "H", "H", "H", "H", "I", "C", "C", "C", "C", "C", "N", "H", "H", "H", "H", "Br"], "xyz": [[0.260, -0.210, -0.241], [-0.976, 0.853, 1.131], [-1.363, 0.325, 2.456], [-2.217, -0.900, 2.186], [-3.227, -0.788, 1.526], [-1.726, -2.025, 2.659], [-0.607, 1.797, 1.202], [-1.829, 0.932, 0.575], [-1.966, 1.055, 2.999], [-0.484, 0.072, 3.039], [0.378, 3.130, -4.100], [0.438, 1.974, -3.110], [0.985, 0.874, -3.810], [1.503, 2.391, -1.667], [1.502, 3.960, -1.454], [2.998, 2.148, -2.056], [1.064, 1.695, -0.405], [-1.230, 1.555, -2.461], [-1.452, 2.795, -1.399], [-2.302, 1.565, -3.461], [-0.981, 0.308, -1.612], [1.380, 3.369, -4.457], [-0.064, 4.022, -3.660], [-0.236, 2.810, -4.940], [0.935, 0.062, -3.278], [0.628, 4.265, -1.171], [3.177, 1.182, -2.091], [-2.243, 3.271, -1.687], [-2.731, -3.557, 0.683], [-1.971, -3.768, -0.553], [-1.024, -2.639, -0.950], [-0.570, -2.619, -2.069], [-0.738, -1.782, 0.010], [-3.250, -4.399, 0.906], [-3.411, -2.812, 0.554], [-2.078, -2.766, 2.053], [-2.609, -3.947, -1.421], [-1.342, -4.653, -0.431], [1.477, -3.663, 1.223], [1.806, -1.818, 2.133], [2.466, -1.880, 3.359], [2.845, -0.713, 3.987], [2.567, 0.494, 3.364], [1.888, 0.470, 2.168], [1.479, -0.660, 1.557], [2.685, -2.845, 3.790], [3.363, -0.747, 4.937], [2.867, 1.440, 3.791], [1.660, 1.388, 1.646], [2.275, -1.014, -1.452]], "nbo_charge": [1.222, -0.792, -0.321, 0.806, -0.630, -0.704, 0.398, 0.424, 0.216, 0.214, -0.620, -0.487, -0.713, 2.401, -0.968, -0.983, -1.121, 2.369, -1.044, -1.080, -1.077, 0.228, 0.212, 0.252, 0.504, 0.522, 0.541, 0.518, -0.845, -0.321, 0.782, -0.589, -0.771, 0.374, 0.399, 0.522, 0.210, 0.214, 0.246, 0.117, -0.270, -0.137, -0.247, 0.054, -0.502, 0.242, 0.229, 0.231, 0.225, -0.451], "orbital_gap_ev": [8.081, 8.261], "total_energy_ev": -163875.7757, "molar_mass_g_mol": 691.0, "s2": 0.7592, "lumo_energy_ev": [-0.97, -0.52], "de_lowest_kj_mol": 37.73, "multiplicity": 2}